1.
{
  "formula": "C27H36N4O4S",
  "method": "ωB97M-V with the def2-TZVPD basis set",
  "elements": ["C", "C", "O", "C", "C", "C", "N", "C", "S", "N", "C", "C", "C", "C", "C", "C", "O", "N", "C", "C", "C", "N", "C", "C", "C", "C", "C", "C", "C", "O", "C", "C", "C", "O", "C", "C", "H", "H", "H", "H", "H", "H", "H", "H", "H", "H", "H", "H", "H", "H", "H", "H", "H", "H", "H", "H", "H", "H", "H", "H", "H", "H", "H", "H", "H", "H", "H", "H", "H", "H", "H", "H"],
  "coordinates": [[2.35, -6.48, -4.18], [1.26, -5.70, -3.47], [1.77, -5.30, -2.21], [0.99, -4.60, -1.36], [-0.31, -4.20, -1.62], [-1.03, -3.49, -0.66], [-2.32, -3.09, -0.89], [-3.08, -2.41, 0.02], [-4.63, -2.04, -0.39], [-2.50, -2.10, 1.22], [-3.29, -1.36, 2.20], [-3.17, 0.12, 1.99], [-2.01, 0.78, 2.37], [-1.87, 2.14, 2.15], [-2.89, 2.86, 1.54], [-2.78, 4.32, 1.25], [-3.75, 5.06, 1.22], [-1.52, 4.74, 1.02], [-1.21, 6.07, 0.56], [-0.39, 6.01, -0.73], [0.97, 5.34, -0.52], [0.85, 3.93, -0.19], [1.88, 3.44, 0.71], [3.33, 3.57, 0.22], [0.63, 3.07, -1.35], [-0.30, 1.90, -1.03], [-4.07, 2.21, 1.20], [-4.21, 0.85, 1.42], [-1.19, -2.44, 1.57], [-0.75, -2.14, 2.66], [-0.44, -3.18, 0.56], [0.87, -3.58, 0.83], [1.60, -4.29, -0.11], [2.86, -4.75, 0.04], [3.58, -4.44, 1.22], [4.12, -3.01, 1.22], [3.23, -5.86, -4.31], [1.99, -6.81, -5.15], [2.62, -7.35, -3.59], [0.37, -6.32, -3.33], [0.98, -4.81, -4.06], [-0.78, -4.43, -2.56], [-2.77, -3.31, -1.76], [-2.89, -1.64, 3.18], [-4.33, -1.69, 2.12], [-1.21, 0.23, 2.84], [-0.96, 2.64, 2.46], [-0.77, 4.08, 0.86], [-0.64, 6.61, 1.33], [-2.15, 6.60, 0.40], [-0.22, 7.03, -1.10], [-0.96, 5.47, -1.49], [1.60, 5.50, -1.42], [1.47, 5.84, 0.32], [1.77, 3.99, 1.65], [1.66, 2.39, 0.92], [4.00, 3.16, 0.97], [3.59, 4.61, 0.05], [3.48, 3.02, -0.71], [1.57, 2.69, -1.76], [0.16, 3.67, -2.14], [0.11, 1.28, -0.24], [-1.27, 2.26, -0.71], [-0.43, 1.29, -1.92], [-4.87, 2.78, 0.76], [-5.12, 0.35, 1.13], [1.27, -3.32, 1.79], [2.97, -4.63, 2.11], [4.42, -5.15, 1.21], [4.73, -2.84, 0.34], [4.72, -2.85, 2.11], [3.30, -2.29, 1.22]],
  "lowdin_charge": [-0.06, -0.25, -0.02, -0.18, 0.06, -0.18, 0.08, -0.76, 0.70, 0.02, -0.12, -0.19, -0.02, -0.03, -0.14, -0.46, 0.06, 0.07, -0.17, -0.16, -0.20, -0.23, -0.25, -0.08, -0.23, -0.07, 0.00, -0.04, -0.35, 0.08, -0.07, 0.06, -0.18, -0.03, -0.23, -0.06, 0.08, 0.08, 0.08, 0.13, 0.13, 0.11, 0.13, 0.13, 0.09, 0.11, 0.11, 0.09, 0.12, 0.12, 0.11, 0.11, 0.12, 0.12, 0.12, 0.11, 0.07, 0.07, 0.06, 0.11, 0.11, 0.06, 0.06, 0.07, 0.12, 0.08, 0.12, 0.12, 0.13, 0.08, 0.08, 0.07],
  "gap_ev": 8.340,
  "fmax_ev_per_a": 0.94,
  "e_above_lowest_kcal_mol": 0.00
}

---

2.
{
  "formula": "C4H30N2O11S",
  "method": "ωB97M-V with the def2-TZVPD basis set",
  "elements": ["N", "C", "N", "C", "O", "C", "C", "S", "H", "H", "H", "H", "H", "H", "H", "H", "H", "H", "O", "H", "H", "O", "H", "H", "O", "H", "H", "O", "H", "H", "O", "H", "H", "O", "H", "H", "O", "H", "H", "O", "H", "H", "O", "H", "H", "O", "H", "H"],
  "coordinates": [[-2.26, -1.83, 0.33], [-0.88, -1.41, 0.57], [-0.43, -0.29, -0.23], [0.39, -0.19, -1.30], [0.86, 0.91, -1.64], [0.75, -1.42, -2.10], [1.89, -2.28, -1.57], [3.41, -1.34, -1.43], [-2.21, -2.22, -0.61], [-2.93, -1.08, 0.30], [-0.24, -2.29, 0.55], [-0.83, -0.95, 1.57], [-0.59, 0.65, 0.13], [-0.10, -2.03, -2.40], [1.01, -1.01, -3.09], [2.03, -3.16, -2.20], [1.54, -2.64, -0.57], [3.43, -0.68, -2.63], [3.11, 1.53, 1.94], [2.68, 2.21, 1.39], [3.11, 0.74, 1.38], [-2.06, -1.28, -2.65], [-2.91, -1.68, -2.84], [-2.32, -0.34, -2.66], [1.36, 3.58, -3.19], [0.40, 3.45, -3.17], [1.58, 2.72, -2.81], [0.40, -1.56, 3.26], [-0.49, -1.36, 2.98], [0.80, -0.74, 3.58], [0.75, 2.97, 0.07], [0.99, 3.64, -0.59], [0.81, 2.13, -0.44], [-3.62, 1.79, -2.29], [-3.32, 2.64, -2.62], [-3.33, 1.82, -1.36], [1.32, 0.99, 3.75], [2.02, 1.17, 3.06], [1.48, 1.40, 4.60], [-0.77, 1.83, 2.06], [-0.15, 2.48, 1.69], [-0.35, 1.46, 2.85], [-3.07, 1.51, 0.53], [-2.42, 1.89, 1.14], [-3.67, 1.08, 1.15], [0.66, -4.48, 1.70], [1.55, -4.45, 1.34], [0.67, -3.91, 2.49]],
  "lowdin_charge": [0.04, -0.23, 0.12, -0.47, -0.02, -0.20, -0.56, 0.71, 0.04, 0.04, 0.10, 0.08, 0.10, 0.09, 0.12, 0.08, 0.06, -0.11, -0.02, 0.06, 0.06, -0.06, 0.06, 0.04, -0.06, 0.04, 0.01, -0.07, 0.01, 0.00, -0.08, 0.04, 0.00, -0.07, 0.04, -0.01, -0.08, 0.01, 0.07, -0.06, 0.02, 0.02, -0.06, 0.02, 0.06, -0.06, 0.03, 0.02],
  "gap_ev": 9.568,
  "fmax_ev_per_a": 1.92,
  "e_above_lowest_kcal_mol": 1.00
}

---

3.
{
  "formula": "C3H7N3O2",
  "method": "ωB97M-V with the def2-TZVPD basis set",
  "elements": ["N", "N", "C", "N", "C", "C", "O", "O", "H", "H", "H", "H", "H", "H", "H"],
  "coordinates": [[-2.52, -0.73, -0.38], [-1.45, -1.56, -0.60], [-0.27, -1.12, -0.94], [0.04, 0.19, -1.30], [1.26, 0.84, -0.70], [1.22, 0.90, 0.84], [2.09, 1.50, 1.40], [0.16, -0.03, 1.61], [-2.96, -1.14, 0.42], [-3.36, -0.50, -0.93], [0.47, -1.92, -1.01], [-0.75, 0.68, -1.21], [2.28, 0.38, -0.66], [1.09, 1.99, -0.83], [-0.47, -0.32, 0.85]],
  "lowdin_charge": [-0.04, -0.08, -0.24, 0.02, -0.06, -0.36, 0.11, -0.05, 0.07, 0.10, 0.13, 0.04, 0.15, 0.17, 0.04],
  "gap_ev": 9.352,
  "fmax_ev_per_a": 6.43,
  "e_above_lowest_kcal_mol": 118.23
}

---

4.
{
  "formula": "C17H21FeN3SSi",
  "method": "ωB97M-V with the def2-TZVPD basis set",
  "elements": ["Fe", "N", "C", "C", "C", "C", "C", "C", "C", "C", "N", "C", "H", "H", "H", "H", "H", "H", "H", "H", "S", "C", "C", "C", "C", "C", "N", "H", "H", "H", "H", "C", "Si", "C", "C", "H", "H", "H", "H", "H", "H", "H", "H", "H"],
  "coordinates": [[-0.20, 0.10, 0.01], [-1.07, -0.89, -1.56], [-0.37, -2.11, -1.89], [-0.80, -3.01, -2.82], [-0.04, -4.17, -3.08], [1.14, -4.39, -2.43], [1.60, -3.47, -1.46], [2.80, -3.63, -0.74], [3.16, -2.70, 0.19], [2.31, -1.60, 0.42], [1.18, -1.41, -0.23], [0.82, -2.33, -1.18], [-0.99, -0.21, -2.31], [-2.07, -1.07, -1.45], [-1.73, -2.84, -3.36], [-0.40, -4.88, -3.82], [1.73, -5.27, -2.63], [3.42, -4.50, -0.93], [4.07, -2.79, 0.76], [2.58, -0.87, 1.17], [-1.62, 1.82, 0.10], [-0.31, 2.40, 1.11], [-0.18, 3.65, 1.70], [0.96, 3.89, 2.45], [1.92, 2.90, 2.59], [1.71, 1.68, 1.97], [0.62, 1.43, 1.25], [-0.95, 4.39, 1.56], [1.10, 4.86, 2.92], [2.82, 3.06, 3.16], [2.44, 0.89, 2.07], [0.16, -1.67, 2.91], [-1.21, -0.87, 1.89], [-2.20, 0.24, 3.02], [-2.32, -2.20, 1.16], [0.43, -2.65, 2.52], [-0.20, -1.79, 3.93], [1.06, -1.06, 2.96], [-2.52, -0.35, 3.88], [-3.08, 0.65, 2.53], [-1.60, 1.07, 3.39], [-2.75, -2.81, 1.95], [-1.75, -2.87, 0.50], [-3.14, -1.76, 0.59]],
  "lowdin_spin": [1.17, -0.01, 0.00, 0.00, 0.00, 0.00, 0.00, 0.01, 0.00, 0.01, -0.01, 0.00, 0.00, 0.00, 0.00, 0.00, 0.00, 0.00, 0.00, 0.00, 0.01, 0.00, 0.00, 0.00, 0.00, -0.01, -0.02, 0.00, 0.00, 0.00, 0.00, -0.02, -0.09, -0.01, -0.02, 0.00, 0.00, 0.00, 0.00, 0.00, 0.00, 0.00, 0.00, 0.00],
  "gap_ev": [7.367, 7.530],
  "fmax_ev_per_a": 0.49,
  "total_charge": 1,
  "multiplicity": 2,
  "e_above_lowest_kcal_mol": 0.00
}